[1]
DFT (wB97M-V/def2-TZVPD) results for a structure of composition C22H60BFI2O11P4Ta.

total charge: -1
HOMO level: -0.1370 Eh
E: -104614.2937 eV
strongest force on any atom: 0.0316 hartree/bohr
Kohn-Sham gap: 5.6 eV
E_LUMO: 1.916 eV

The geometry in XYZ format:
```
102
Properties=species:S:1:pos:R:3:forces:R:3:lowdin_charge:R:1
C -1.65795 -1.50037 5.57172 -0.0135 -0.0412 -0.4639 -0.1716
C -1.61394 -0.43758 4.43754 -0.1894 -0.5886 0.3950 -0.5403
P -1.89220 -1.19777 2.77401 -0.8078 0.7306 -0.1851 0.7270
C -3.63020 -1.83760 2.99539 0.3111 -0.0684 0.2549 -0.3651
Ta -1.74564 0.38949 0.74439 0.2779 -1.5989 0.0297 0.8965
C -2.78249 -1.21200 -0.55424 -0.1144 -0.1130 -0.1650 -0.2695
C -2.47655 -2.62696 -0.32762 0.0653 0.2309 -0.0025 -0.5968
O -1.45217 -3.21767 -0.35850 0.1179 -0.2299 -0.1491 0.0750
F -3.62089 -3.36593 -0.05148 -0.2107 -0.0661 0.1703 0.0079
B -1.86948 1.82588 -1.14027 -0.8184 0.3486 -0.3539 -0.7993
O -0.64095 2.15849 -1.70412 -0.0020 0.4222 0.7541 0.0294
O -2.95800 2.46494 -1.73069 0.4475 -0.2639 -0.4751 -0.1310
C -4.12344 1.71632 -2.01231 -0.4093 0.0675 0.2937 -0.1544
P 0.60253 -0.52535 -0.00160 -0.3736 0.7029 0.2566 0.6914
C 2.05174 0.49872 0.48105 0.1679 -0.3867 -0.1693 -0.4046
O 0.69407 -0.55746 -1.65522 0.3908 -0.0659 -0.0197 -0.4061
P -0.32890 2.21667 1.95086 0.5656 -0.1585 -0.2358 0.1965
O -0.25095 3.50763 0.88825 0.0683 0.0804 0.2095 -0.5401
I -1.42333 3.25441 3.94509 -0.2170 0.3208 0.2733 0.2826
P -3.99358 1.48592 1.43306 0.8191 -0.1317 0.0805 0.2670
O -4.24217 1.37340 3.08531 -0.2659 0.3411 -0.0391 -0.5971
I -4.13276 3.94162 1.10672 -0.1667 -0.0359 0.0564 0.3369
H -0.69997 -1.56519 6.08607 -0.0577 0.0790 0.1443 0.0559
H -2.45595 -1.27671 6.27922 0.1252 0.0314 0.1503 0.0605
H -1.86226 -2.49716 5.17277 0.0046 -0.0100 0.0342 0.0382
H -0.65799 0.08089 4.46679 -0.0466 0.1564 -0.1526 0.0295
H -2.41779 0.28106 4.59231 0.1448 0.1895 -0.0679 0.0100
H -3.59658 -2.82350 3.46237 -0.1415 -0.0355 -0.0482 0.0185
H -4.13936 -1.91043 2.03687 0.0282 -0.0838 -0.0278 -0.0077
H -4.18688 -1.15438 3.63810 -0.0153 0.0408 -0.0465 0.0198
H -2.55337 -1.01508 -1.60670 0.2331 0.1276 0.0706 0.0665
H -3.85497 -1.05193 -0.42519 0.0202 0.1468 -0.0441 0.0180
H -0.58653 3.12574 -1.76548 0.0065 -0.2180 -0.3961 0.0941
H -4.63140 1.37791 -1.10299 0.0591 -0.0496 -0.0758 0.0025
H -3.91142 0.83839 -2.63049 0.0774 0.0432 0.0171 0.0843
H -4.82096 2.35125 -2.56070 0.0778 0.0792 0.0050 0.0853
H 2.07362 0.55390 1.56861 -0.0530 0.1174 0.0030 -0.0050
H 2.00956 1.50384 0.05710 0.0083 0.0324 0.0207 0.0108
H 2.96443 -0.01574 0.16412 0.0146 0.0941 -0.0832 0.0207
H 1.33843 0.07802 -2.00803 -0.3764 0.2586 0.0206 0.0057
H 0.38550 4.14604 1.23609 -0.0575 -0.0926 -0.0784 0.0181
H -4.34969 2.24949 3.48243 0.1886 -0.1654 0.0155 -0.0440
C -7.25340 -1.10261 1.46570 0.0613 0.0548 0.0317 -0.0577
C -7.49483 -0.58251 0.05685 0.0114 -0.1842 0.1826 -0.4991
C -8.65041 -1.29880 -0.62724 0.0112 0.0380 -0.0860 -0.0671
O -6.30686 -0.68951 -0.71641 0.0171 -0.0018 -0.2387 -0.0727
H -6.99038 -2.16465 1.43688 -0.0408 -0.0156 -0.0100 0.0832
H -6.42398 -0.56505 1.92724 -0.0206 0.0254 -0.0135 0.0521
H -8.14093 -0.98522 2.09099 -0.0044 -0.0076 -0.0065 0.0777
H -7.70534 0.48776 0.10101 0.0455 0.0256 -0.0245 0.1393
H -8.43224 -2.36703 -0.71692 -0.0098 -0.0089 0.0498 0.0785
H -8.80375 -0.90366 -1.63218 0.0007 0.0169 0.0114 0.0748
H -9.57703 -1.18551 -0.06136 0.0067 -0.0053 0.0108 0.0745
H -6.06227 -1.62114 -0.78016 -0.0042 0.0123 0.0611 0.0836
C 1.05334 -5.27432 -0.36505 0.0876 0.1104 0.0140 -0.0615
C 2.17004 -5.35086 0.66365 -0.1679 -0.1815 -0.0375 -0.5059
C 2.65543 -6.78175 0.86097 0.0927 0.0186 0.0706 -0.0754
O 1.76264 -4.79074 1.90828 0.1561 -0.0580 0.0608 -0.0541
H 0.19047 -5.85926 -0.03383 0.0072 -0.0294 -0.0095 0.0829
H 0.71644 -4.24908 -0.50019 0.0054 0.0133 0.0195 0.0558
H 1.38734 -5.66883 -1.32773 -0.0116 -0.0174 0.0097 0.0777
H 3.00795 -4.73001 0.33971 -0.0061 0.0412 0.0175 0.1343
H 1.83762 -7.40802 1.22949 -0.0229 -0.0020 -0.0475 0.0760
H 3.46093 -6.81786 1.59617 0.0006 0.0162 -0.0134 0.0718
H 3.01708 -7.21014 -0.07589 -0.0136 -0.0017 -0.0054 0.0722
H 0.98986 -5.27832 2.21493 -0.0593 0.1139 -0.0604 0.0861
C 4.19107 0.80034 -4.20193 -0.0749 -0.1247 0.0770 -0.0558
C 2.92631 1.64262 -4.23316 0.2578 0.1223 0.0071 -0.4869
C 3.17136 2.98704 -4.90121 -0.1207 0.0464 -0.0108 -0.0592
O 2.40160 1.83108 -2.92027 -0.0679 -0.1593 0.0154 -0.0612
H 4.96904 1.30834 -3.62158 -0.0012 0.0459 -0.0368 0.0825
H 3.99875 -0.16049 -3.72231 -0.0245 0.0079 -0.0097 0.0821
H 4.57147 0.62179 -5.20753 -0.0095 0.0036 0.0469 0.0523
H 2.14531 1.10563 -4.77366 -0.0456 -0.0016 0.0429 0.1437
H 3.92137 3.55481 -4.34186 0.0389 -0.0289 -0.0169 0.0787
H 2.25407 3.57594 -4.92277 -0.0045 -0.0202 -0.0067 0.0791
H 3.53248 2.85810 -5.92306 0.0178 -0.0096 0.0090 0.0750
H 3.05621 2.30972 -2.39857 -0.0268 -0.0428 0.0238 0.0918
C 7.93347 -0.45763 -8.16461 -0.0394 -0.0800 0.0508 -0.0636
C 6.67586 0.39753 -8.16248 0.2087 0.1010 0.0021 -0.4979
C 6.90384 1.73626 -8.84739 -0.0940 0.0365 0.0142 -0.0634
O 6.20249 0.59004 -6.83101 0.0051 -0.0251 -0.1148 -0.0666
H 8.73533 0.04785 -7.61882 0.0110 0.0318 -0.0392 0.0801
H 7.74661 -1.41279 -7.67404 -0.0160 0.0029 -0.0141 0.0793
H 8.28055 -0.64877 -9.18112 0.0038 0.0118 -0.0015 0.0779
H 5.87277 -0.13786 -8.67143 -0.0356 -0.0061 0.0358 0.1387
H 7.67650 2.30367 -8.32067 0.0383 -0.0271 -0.0205 0.0802
H 5.98995 2.33036 -8.83924 -0.0054 -0.0197 -0.0077 0.0781
H 7.22420 1.60260 -9.88169 0.0109 -0.0036 0.0032 0.0780
H 6.88302 1.06292 -6.33769 -0.0361 -0.0160 0.0112 0.0921
C 2.89886 3.57452 7.17878 0.0275 -0.0244 -0.0748 -0.0665
C 1.40271 3.32008 7.06660 0.1045 0.0072 0.1854 -0.5166
C 0.64252 3.88284 8.25759 -0.0892 -0.0271 -0.0124 -0.0644
O 1.14829 1.92504 6.92838 -0.0166 0.0150 -0.0510 -0.0655
H 3.30281 3.08347 8.06995 -0.0185 0.0398 0.0332 0.0760
H 3.41741 3.16859 6.31009 -0.0191 0.0124 -0.0113 0.0782
H 3.11595 4.64205 7.24842 -0.0020 0.0004 0.0100 0.0751
H 1.02343 3.77824 6.15222 -0.0420 -0.1201 -0.0514 0.0936
H 0.97594 3.40282 9.18344 0.0440 0.0309 0.0033 0.0765
H -0.42494 3.69183 8.14688 0.0054 0.0120 -0.0290 0.0779
H 0.79681 4.95900 8.35477 0.0083 -0.0010 0.0024 0.0761
H 1.46966 1.48834 7.72542 -0.0180 -0.0016 -0.0278 0.0816
```
Positions in Å, forces in eV/Å.

***

[2]
DFT (wB97M-V/def2-TZVPD) results for a structure of composition C40H53Cl2CsGe2N4O3Si.

total charge: -2
HOMO level: -0.0722 Eh
E: -200946.8066 eV
strongest force on any atom: 0.0566 hartree/bohr
Kohn-Sham gap: 5.6 eV
E_LUMO: 3.608 eV
ΔE to the lowest compared entry with this formula, charge and spin: 16.2 kJ/mol

The geometry in XYZ format:
```
106
Properties=species:S:1:pos:R:3:forces:R:3:lowdin_charge:R:1
Cs -0.33869 -1.19550 -2.28196 -0.1866 1.4564 2.5123 1.2395
Cl -2.40297 -6.08013 -7.54215 0.0942 0.0408 0.0459 0.5836
C -1.38385 -5.04308 -6.56316 0.0520 -0.0177 -0.0295 -0.6890
C -1.97914 -4.11767 -5.72888 -0.0760 0.0732 0.0682 -0.0596
C -1.23910 -3.26283 -4.90318 -0.1692 0.2109 -0.0032 -0.2264
N -1.89618 -2.43243 -3.97291 -0.5865 -0.8185 -1.0732 -0.1305
C -2.91862 -1.69068 -4.36709 -0.0230 -0.1588 -0.1854 -0.5507
O -3.33409 -1.44256 -5.51929 -0.0483 -0.0848 0.1814 -0.0374
C -3.70345 -1.04030 -3.21366 0.1573 -0.0844 0.0813 -0.2173
C -4.89575 -0.39136 -3.52478 -0.0720 0.0875 -0.0003 -0.0217
C -5.64116 0.17632 -2.50733 0.0098 0.0096 -0.0268 -0.0820
C -5.17445 0.09122 -1.20209 0.0039 -0.0267 -0.1037 -0.0905
C -3.97332 -0.56310 -0.97900 0.0809 -0.0696 -0.1699 -0.1592
N -3.24866 -1.12038 -1.95749 -0.6687 0.0207 -0.0103 0.0176
C 0.17739 -3.33395 -4.96164 0.1948 0.1299 0.0296 -0.2237
C 0.75380 -4.27638 -5.82177 0.0956 0.1271 0.0426 -0.0602
C 0.00075 -5.12675 -6.60704 -0.0847 -0.0240 -0.0201 -0.6887
Cl 0.82222 -6.28370 -7.63680 -0.0822 0.0665 0.0539 0.5831
N 0.98320 -2.55053 -4.10264 0.5002 -0.7058 -1.1374 -0.1226
C 2.07748 -1.97410 -4.58469 -0.0292 -0.2001 -0.0538 -0.5505
O 2.49665 -1.87339 -5.75597 0.0253 -0.0846 0.1560 -0.0309
C 2.99084 -1.36911 -3.50586 -0.1122 0.0819 0.0495 -0.2003
C 4.37029 -1.46842 -3.69250 0.0443 0.0332 0.0107 -0.0177
C 5.22140 -0.96976 -2.72348 -0.0188 -0.0350 -0.0461 -0.0809
C 4.68248 -0.34848 -1.60290 0.0526 0.0332 -0.0074 -0.0808
C 3.30638 -0.25844 -1.51536 -0.1882 -0.1369 -0.1593 -0.1551
N 2.47209 -0.76329 -2.43087 0.8381 0.0048 -0.1517 -0.0297
H -3.05885 -4.04417 -5.70743 0.0575 0.0062 -0.0063 0.1082
H -5.18981 -0.35622 -4.56392 -0.0040 0.0076 -0.0087 0.1062
H -6.57237 0.68586 -2.72759 -0.0142 -0.0012 -0.0016 0.0955
H -5.71920 0.52541 -0.37327 -0.0156 -0.0064 -0.0052 0.0932
H -3.56233 -0.65571 0.02147 0.0593 -0.0316 -0.0531 0.0892
H 1.83190 -4.32414 -5.88210 -0.0076 0.0045 0.0012 0.1057
H 4.72844 -1.93362 -4.60086 0.0033 0.0090 0.0281 0.1094
H 6.29639 -1.06187 -2.83564 -0.0227 0.0060 -0.0083 0.0958
H 5.30644 0.05937 -0.81654 -0.0187 -0.0290 -0.0405 0.0958
H 2.83908 0.22300 -0.66013 -0.0194 -0.0094 0.0035 0.0935
C 3.00344 -3.10904 2.82572 0.0433 0.0238 -0.1123 -0.2123
C 2.22686 -2.39546 1.71338 0.1974 0.0081 0.2035 -0.4113
Ge 0.61346 -1.31414 2.29134 0.4956 0.0028 0.1960 0.8927
C -0.06022 -2.48281 3.80525 -0.0411 0.0800 0.2666 -0.4162
C -1.08224 -1.72671 4.66729 0.0768 -0.0884 -0.0516 -0.2150
C 1.57154 0.05248 3.39907 -0.0368 0.4747 -0.2271 -0.2700
C 1.58804 1.36134 3.06803 0.0177 -0.5160 -0.0177 -0.3200
Ge 0.34239 2.16640 1.67586 0.1089 0.3662 0.3919 0.9307
C 1.59254 3.32473 0.63236 0.1453 0.2754 0.1823 -0.3263
C 2.68083 4.25312 1.17516 0.0036 -0.0088 -0.1192 -0.1677
C -1.22414 2.45235 2.88654 0.0608 0.3135 0.1106 -0.3160
C -1.35637 3.50080 3.99301 0.0261 -0.0055 -0.0892 -0.1752
C 2.42757 2.30933 3.88438 -0.0954 -0.0496 -0.2042 -0.2415
C 3.62498 1.86713 4.46507 0.0330 0.0324 0.0055 -0.0493
C 4.41608 2.70639 5.23851 -0.1005 -0.0115 -0.0591 -0.0998
C 4.04185 4.02881 5.44979 -0.0332 -0.0464 -0.0597 -0.1187
C 2.87388 4.49632 4.86316 -0.0418 -0.1096 -0.0331 -0.0959
C 2.08813 3.65110 4.08820 -0.0002 -0.0772 0.1409 -0.0989
H 3.91305 -3.59691 2.45270 -0.0028 0.0067 0.0193 0.0494
H 2.39785 -3.88253 3.30596 0.0045 0.0315 -0.0377 0.0467
H 3.30819 -2.41100 3.61420 -0.0341 -0.0213 -0.0589 0.0486
H 1.92643 -3.11694 0.94540 -0.0282 0.0282 0.0333 0.0349
H 2.88073 -1.67637 1.20787 0.0432 -0.0567 -0.0344 0.0232
H 0.79083 -2.78824 4.42606 -0.0701 0.0336 0.0451 0.0325
H -0.49650 -3.41167 3.41636 -0.0212 0.0920 -0.0477 0.0385
H -0.62661 -0.82910 5.10052 -0.0160 -0.0335 -0.0240 0.0472
H -1.47251 -2.32758 5.49757 0.0090 0.0007 0.0065 0.0468
H -1.94171 -1.38998 4.07833 0.0594 -0.0379 -0.0659 0.0507
H 2.14399 -0.21672 4.29951 -0.1156 -0.0804 -0.1138 0.0505
H 1.01038 3.84374 -0.12564 0.0249 -0.0186 -0.0077 0.0137
H 2.07448 2.48730 0.10780 0.0545 0.0983 -0.0561 0.0500
H 2.26219 5.13113 1.67548 0.0048 -0.0511 -0.0200 0.0609
H 3.31720 4.61641 0.35933 -0.0719 -0.0043 0.0084 0.0624
H 3.33348 3.75578 1.89199 -0.0233 0.0096 -0.0673 0.0532
H -1.22289 1.45243 3.33554 -0.0960 0.0084 0.0007 0.0547
H -2.09227 2.49060 2.23376 -0.0451 0.0016 0.0522 0.0113
H -0.55635 3.42658 4.72992 0.0285 -0.0256 -0.0080 0.0468
H -2.29753 3.37197 4.53825 0.0105 0.0053 -0.0426 0.0597
H -1.35011 4.52414 3.59943 0.0270 -0.0769 -0.0020 0.0604
H 3.93943 0.84559 4.28438 0.0254 0.0803 0.0079 0.1022
H 5.33699 2.32905 5.66848 -0.0093 -0.0082 -0.0108 0.0919
H 4.66176 4.68873 6.04476 -0.0077 -0.0064 0.0055 0.0870
H 2.57475 5.52940 4.99908 -0.0094 -0.0065 -0.0087 0.0964
H 1.20114 4.05046 3.61526 -0.0299 -0.0019 0.0209 0.0795
C -2.32267 2.41623 -2.42217 -0.0282 -0.1447 -0.2429 -0.1607
Si -1.87310 2.95181 -0.69098 -0.0977 0.0384 -0.0909 0.4256
C -3.48390 3.16599 0.24080 -0.2342 -0.0692 0.2236 -0.1837
C -1.19446 4.69622 -0.82286 0.2214 0.2470 0.0797 -0.1968
C -0.71113 1.68927 0.04027 0.4732 -0.6426 0.4565 -0.3729
H -2.81932 3.23385 -2.95995 0.0391 -0.1142 0.0401 0.0370
H -3.00412 1.55700 -2.41091 0.1106 0.1339 -0.0272 0.0103
H -1.43537 2.12654 -2.99794 -0.1000 0.0591 0.0244 0.0352
H -4.17056 3.74386 -0.39092 0.0461 -0.0802 0.0707 0.0344
H -3.34483 3.71288 1.17939 -0.0788 -0.0136 -0.1209 0.0204
H -3.96151 2.20605 0.47043 0.0727 0.1467 -0.0274 0.0217
H -2.00457 5.35701 -1.15370 0.0806 -0.0453 0.0146 0.0285
H -0.37479 4.77653 -1.54541 -0.0999 0.0132 0.0641 0.0312
H -0.82638 5.06447 0.14369 -0.0861 0.0000 -0.1433 0.0275
H 0.01082 1.42527 -0.74271 -0.0834 -0.0691 0.0509 -0.0149
H -1.29025 0.78673 0.27260 0.0481 -0.0273 -0.1430 0.0043
C -1.48086 -4.17709 0.16608 0.1395 0.1312 0.0400 -0.0771
C -2.42346 -3.29705 0.96505 0.0880 0.4882 -0.1043 -0.3230
O -2.04235 -1.92499 0.93878 -1.0262 -0.6519 -0.3403 -0.2129
H -1.81713 -5.21696 0.15576 -0.0075 0.0266 -0.0280 0.0719
H -0.47571 -4.14375 0.59760 -0.0297 -0.0284 -0.0045 0.0645
H -1.42241 -3.80944 -0.85882 -0.0491 -0.1020 -0.0682 0.0500
H -2.50221 -3.65585 1.99745 0.0224 -0.0125 0.0955 0.0954
H -3.42351 -3.32890 0.52795 -0.0621 -0.0638 -0.0153 0.1037
H -1.11642 -1.80322 1.22658 0.2492 0.2653 0.1155 -0.1188
```
Positions in Å, forces in eV/Å.